Here is the ion C43H36N3 with charge +1 at a distorted geometry from the Open Molecules 2025 dataset. Energies are from ωB97M-V/def2-TZVPD.

Summary:
F_max (eV Å⁻¹): 2.4
Total energy (Ha): -1824.2266
Orbital gap (eV): 6.1405
Relative energy (zero: lowest compared OMol25 entry of this formula, charge and spin) (eV): 0.0000
SMILES string: Cc1ccc[n+](C(c2ccc(N(c3ccccc3)c3ccccc3)cc2)c2ccc(N(c3ccccc3)c3ccccc3)cc2)c1

Structure (ORCA input):
```
! wB97M-V def2-TZVPD RIJCOSX def2/J DEFGRID3
* xyz 1 1
C 0.695 -1.439 -0.628
C -7.341 -0.940 3.978
C 2.699 0.938 2.203
H -6.613 3.877 -0.554
C 2.993 0.237 -4.863
C 1.821 -4.923 -6.098
H 3.485 -6.009 -5.207
C 2.887 -5.098 -5.202
H 1.362 -1.265 4.276
C -6.981 -1.222 2.655
C 5.079 -0.768 -4.127
H 3.014 -0.230 5.825
H -8.193 -1.452 4.429
H 4.579 1.580 4.947
H -5.808 5.929 0.634
C 3.682 -0.765 -4.171
C 1.109 -0.873 1.791
C -5.895 -0.567 2.072
C 1.602 -1.029 0.360
H -4.950 1.398 4.696
H 3.709 -0.746 0.811
C 2.497 -1.605 -2.225
C 2.475 -2.884 -4.329
C 2.056 -0.478 3.968
N 2.018 -0.150 2.648
C -4.507 4.844 1.970
H 2.517 1.245 1.168
H 5.581 -1.575 -3.588
H 0.840 -1.775 -5.170
C -0.632 0.864 1.159
C -5.919 3.805 0.285
C 1.394 -2.715 -5.194
H 1.592 -5.706 -6.823
H 0.461 -2.149 -2.666
C -5.526 2.541 0.726
H 5.667 2.043 -5.961
H 1.036 -1.890 2.203
C 3.830 1.110 4.310
C 3.410 -1.187 -1.251
C 5.109 1.248 -5.468
N -4.162 1.154 2.171
H -4.139 5.724 2.490
H -0.763 -1.550 3.561
C -1.913 1.397 1.303
H -7.548 -1.940 2.062
H 0.071 1.317 0.458
H 3.168 2.041 -6.022
C -5.528 0.655 4.142
C 1.050 -3.753 -6.066
C -4.549 2.444 1.724
H 1.900 0.201 -4.896
C 2.984 0.116 4.800
H 4.381 3.572 2.897
H -2.224 2.263 0.714
C 1.147 -1.793 -1.897
C 3.709 1.253 -5.499
H -6.874 0.205 5.761
C -2.416 -0.287 2.998
C 3.201 -4.082 -4.303
C 4.551 2.605 2.406
H 4.459 -1.046 -1.519
H 6.881 0.232 -4.737
C 3.682 1.527 2.989
C -5.445 4.948 0.935
C 5.792 0.242 -4.775
H -5.597 -0.756 1.038
H -3.121 -0.731 3.699
C -6.607 -0.013 4.726
H 4.347 2.738 1.336
C -1.113 -0.757 2.898
C -5.178 0.377 2.814
C -2.825 0.774 2.179
H -5.936 1.621 0.304
H 4.023 -4.168 -3.590
H -0.371 -1.500 -0.413
H -3.299 3.463 3.152
N 2.946 -1.802 -3.533
C -4.033 3.585 2.350
C -0.262 -0.249 1.918
H 5.620 2.376 2.511
C 2.967 -0.987 0.054
H 0.191 -3.631 -6.728
*
```